Below is an isolated molecule of C2H2N4O2, with properties calculated with the ωB97M-V functional and the def2-TZVPD basis.

For the HOMO energy, the calculation gives -9.65 eV. The calculation puts the total energy at -12155.3718 eV. The value obtained for the molar mass is 114.064 g/mol. The value obtained for the LUMO energy is -1.66 eV. The value obtained for the frontier orbital gap is 7.993 eV. The structure (SMILES) is [H]/N=c1/nnc(O)no1. For the relative energy (zero: lowest compared OMol25 entry of this formula, charge and spin), the calculation gives 170.1 kcal per mole.

Element x y z (Å)
1 H 2.99 -0.86 0.26
2 N 2.67 0.07 0.33
3 C 1.36 0.02 -0.15
4 N 0.59 1.24 -0.16
5 N -0.65 1.27 -0.31
6 C -1.29 0.00 -0.09
7 O -2.68 -0.29 0.26
8 N -0.59 -1.02 -0.36
9 O 0.80 -1.04 -0.24
10 H -3.20 0.61 0.46

Results of the Löwdin charge analysis, in e, for atoms 1 through 4: number 1, H, carries 0.006; number 2, N, carries 0.141; number 3, C, carries -0.504; number 4, N, carries 0.118